No. 1
Formula: C4H4N2
Source: the Open Molecules 2025 dataset
Level of theory: the ωB97M-V functional and the def2-TZVPD basis

Structure (XYZ):
```
10
Properties=species:S:1:pos:R:3:nbo_charge:R:1
C 0.345 -1.496 -0.039 -0.60
C -0.204 -0.131 0.231 -0.41
C 0.708 0.577 1.043 0.28
N 1.458 0.969 1.897 -0.26
C -0.747 0.292 -1.166 0.27
N -1.575 0.532 -2.045 -0.28
H 1.000 -1.614 -0.916 0.25
H -0.453 -2.373 -0.213 0.24
H 0.720 -1.772 0.982 0.23
H -1.059 -0.208 0.763 0.28
```

Output
Energy above the lowest of the compared OMol25 structures with the same formula, charge and spin ... 54.23 kcal/mol
HOMO level ... -11.93 eV
Strongest force on any atom ... 8.07 eV Å⁻¹
LUMO level ... 0.2991 eV
SMILES ... CC(C#N)C#N

No. 2
Formula: CH5NO3
Source: the Open Molecules 2025 dataset
Level of theory: the ωB97M-V functional and the def2-TZVPD basis

Structure (XYZ):
```
10
Properties=species:S:1:pos:R:3:nbo_charge:R:1
C -0.484 -0.049 -0.055 0.46
N 0.393 0.720 -0.719 -0.38
O 1.825 0.244 0.815 -0.99
O -0.705 -1.366 -0.437 -0.73
O -1.651 0.585 0.322 -0.67
H 2.343 1.068 0.796 0.49
H -1.178 -1.377 -1.282 0.49
H -2.079 0.044 0.997 0.49
H 0.939 0.160 -1.372 0.37
H 0.596 -0.030 0.936 0.47
```

Output
Energy above the lowest of the compared OMol25 structures with the same formula, charge and spin ... 137.19 kcal/mol
HOMO level (alpha / beta) ... -9.04 / -9.05 eV
Strongest force on any atom ... 4.83 eV Å⁻¹
LUMO level (alpha / beta) ... -1.1480 / -1.1610 eV

No. 3
Formula: C4H9NO
Source: the Open Molecules 2025 dataset
Level of theory: the ωB97M-V functional and the def2-TZVPD basis

Structure (XYZ):
```
15
Properties=species:S:1:pos:R:3:nbo_charge:R:1
C -1.763 -1.961 -1.276 -0.47
C -1.471 -0.790 -0.623 -0.05
N -2.196 0.414 -0.949 -0.82
H -2.888 -2.295 -1.440 0.20
H -1.077 -2.863 -1.638 0.21
H -0.565 -0.990 0.056 0.20
H -1.704 0.746 -1.819 0.37
H -1.892 1.174 -0.302 0.36
C 1.841 1.411 -0.035 -0.46
C 2.216 0.498 0.881 0.09
O 1.275 0.254 1.868 -0.70
H 2.468 1.661 -0.875 0.20
H 1.003 2.094 0.039 0.20
H 3.216 0.604 1.274 0.19
H 1.672 -0.004 2.716 0.48
```

Output
Energy above the lowest of the compared OMol25 structures with the same formula, charge and spin ... 117.81 kcal/mol
HOMO level ... -8.23 eV
Strongest force on any atom ... 3.64 eV Å⁻¹
LUMO level ... 0.7157 eV
SMILES ... C=CN.C=CO

No. 4
Formula: C6H4BrF4N
Source: the Open Molecules 2025 dataset
Level of theory: the ωB97M-V functional and the def2-TZVPD basis

Structure (XYZ):
```
16
Properties=species:S:1:pos:R:3:nbo_charge:R:1
F 1.891 -0.263 -1.694 -0.32
C 2.276 -0.123 -0.356 0.60
F 3.518 -0.597 -0.290 -0.29
Br 2.366 1.820 0.046 0.02
C 1.225 -0.776 0.493 0.78
F 1.074 -2.024 -0.001 -0.31
F 1.537 -0.911 1.737 -0.27
N -0.261 -0.084 0.258 -0.36
C -1.059 0.503 1.136 -0.09
C -2.203 0.824 0.490 -0.28
C -2.229 0.244 -0.790 -0.28
C -0.983 -0.401 -0.870 -0.07
H -0.752 1.026 1.956 0.21
H -2.819 1.512 0.987 0.22
H -3.013 0.211 -1.451 0.22
H -0.568 -0.962 -1.652 0.22
```

Output
Energy above the lowest of the compared OMol25 structures with the same formula, charge and spin ... 0.00 kcal/mol
HOMO level ... -8.60 eV
Strongest force on any atom ... 5.78 eV Å⁻¹
LUMO level ... 0.2318 eV
SMILES ... FC(F)(Br)C(F)(F)n1cccc1

No. 5
Formula: ClNOPdS4
Source: the Open Molecules 2025 dataset
Level of theory: the ωB97M-V functional and the def2-TZVPD basis

Structure (XYZ):
```
8
Properties=species:S:1:pos:R:3:mulliken_spin:R:1
Pd -0.582 0.192 0.038 -0.33
S 0.960 -1.910 -0.429 0.23
S 3.761 -2.754 -0.591 0.81
S 4.699 -0.031 0.046 0.81
S 1.946 0.953 0.241 0.23
O 3.598 -1.184 -0.232 0.22
N 1.188 -0.391 -0.077 0.04
Cl -2.692 0.886 0.174 0.00
```

Output
HOMO level (alpha / beta) ... -9.02 / -8.71 eV
Strongest force on any atom ... 0.88 eV Å⁻¹
Spin multiplicity ... 3
LUMO level (alpha / beta) ... -3.0148 / -3.7539 eV
Expectation value of S² ... 2.19

No. 6
Formula: C5H8O
Source: the Open Molecules 2025 dataset
Level of theory: the ωB97M-V functional and the def2-TZVPD basis

Structure (XYZ):
```
14
Properties=species:S:1:pos:R:3:nbo_charge:R:1
C -0.068 1.294 0.273 -0.19
C 1.164 0.800 0.280 -0.22
C 1.457 -0.645 0.030 -0.09
O 0.343 -1.495 -0.081 -0.53
C -0.966 -1.007 -0.359 -0.05
C -1.279 0.449 0.007 -0.47
H -0.227 2.348 0.465 0.21
H 2.014 1.441 0.484 0.21
H 2.040 -1.028 0.876 0.19
H 2.108 -0.714 -0.856 0.17
H -1.609 -1.667 0.223 0.19
H -1.208 -1.185 -1.411 0.17
H -1.837 0.908 -0.814 0.22
H -1.931 0.501 0.884 0.21
```

Output
Energy above the lowest of the compared OMol25 structures with the same formula, charge and spin ... 30.49 kcal/mol
HOMO level ... -9.26 eV
Strongest force on any atom ... 0.44 eV Å⁻¹
LUMO level ... 1.0343 eV
SMILES ... C1=CCOCC1